# 1
{
  "formula": "C4H12N2",
  "method": "ωB97M-V/def2-TZVPD",
  "elements": ["C", "N", "C", "C", "C", "N", "H", "H", "H", "H", "H", "H", "H", "H", "H", "H", "H", "H"],
  "positions_angstrom": [[-0.51846, -1.45206, -1.29503], [-0.06863, -2.26661, -0.07003], [0.15688, -0.11206, -1.22395], [-0.51508, 0.75518, -0.13680], [0.24264, 1.82508, 0.67362], [0.74864, 1.36744, 1.91937], [-1.60930, -1.41294, -1.20417], [-0.32600, -2.08419, -2.16534], [0.53691, -2.95657, -0.50251], [-0.88443, -2.74317, 0.30789], [0.16932, 0.47739, -2.13847], [1.19066, -0.40371, -0.99445], [-0.92080, 0.01054, 0.55531], [-1.41851, 1.22835, -0.54163], [1.04852, 2.07778, -0.04468], [-0.31915, 2.76154, 0.57818], [1.26144, 2.01984, 2.48601], [0.13303, 0.93100, 2.57121]],
  "mulliken_charge": [-0.86, -0.58, -0.45, -0.61, -0.47, -0.52, 0.37, 0.43, 0.24, 0.21, 0.38, 0.28, 0.30, 0.34, 0.26, 0.29, 0.20, 0.18],
  "charge": 0,
  "fmax_ha_per_bohr": 0.0553,
  "smiles": "NCCCCN",
  "relative_energy_ev": 1.131,
  "orbital_gap_ev": 10.0,
  "molar_mass_g_mol": 88.15,
  "homo_ev": -8.8217
}

# 2
{
  "formula": "C4H12N2",
  "method": "ωB97M-V/def2-TZVPD",
  "elements": ["C", "N", "C", "H", "H", "H", "H", "H", "H", "H", "C", "C", "N", "H", "H", "H", "H", "H"],
  "positions_angstrom": [[-2.04803, -0.60622, 1.72881], [-1.77850, 0.11118, 0.48799], [-2.03113, -0.73508, -0.68488], [-1.69523, -0.03136, 2.59064], [-1.60904, -1.59935, 1.71765], [-3.10861, -0.78495, 1.94429], [-2.47531, 0.86107, 0.48892], [-2.85928, -1.43948, -0.55161], [-2.21728, -0.11330, -1.54330], [-1.16790, -1.39556, -0.81868], [2.88597, 0.55781, 0.32272], [2.16775, 0.91989, -1.85540], [1.82772, 0.80401, -0.65092], [2.55183, -0.20701, 1.00585], [3.82002, 0.26029, -0.16070], [3.13179, 1.50638, 0.79496], [1.40260, 1.09077, -2.60778], [3.20262, 0.80091, -2.20856]],
  "mulliken_charge": [-0.92, -0.31, -0.90, 0.28, 0.32, 0.34, 0.24, 0.35, 0.33, 0.27, -0.73, -0.28, -0.26, 0.23, 0.30, 0.28, 0.25, 0.21],
  "charge": 0,
  "fmax_ha_per_bohr": 0.0210,
  "smiles": "C=NC.CNC",
  "relative_energy_ev": 1.899,
  "orbital_gap_ev": 9.8,
  "molar_mass_g_mol": 88.15,
  "homo_ev": -8.6494
}

# 3
{
  "formula": "C4H12N2",
  "method": "ωB97M-V/def2-TZVPD",
  "elements": ["C", "C", "N", "N", "H", "H", "H", "H", "H", "H", "H", "H", "C", "C", "H", "H", "H", "H"],
  "positions_angstrom": [[1.78893, -1.09953, -0.61013], [1.62017, 0.73078, 0.93558], [1.37456, -0.69071, 0.72645], [-0.19673, -0.95820, 0.87854], [-0.41776, -1.87287, 0.50233], [-0.68211, -0.21574, 1.36744], [2.86305, -0.93140, -0.75882], [1.25595, -0.55865, -1.40642], [1.61845, -2.17205, -0.75514], [1.05584, 1.36192, 0.23089], [1.34170, 1.02024, 1.95479], [2.68378, 0.97011, 0.81425], [-2.21846, 0.12625, -0.84620], [-2.60888, 1.35109, -0.49992], [-2.02095, 1.95313, 0.18994], [-2.81146, -0.48420, -1.52161], [-1.10231, -0.31229, -0.35191], [-3.54379, 1.78212, -0.85006]],
  "mulliken_charge": [-0.85, -0.87, -0.07, -0.74, 0.31, 0.34, 0.33, 0.32, 0.27, 0.33, 0.29, 0.32, -0.37, -0.59, 0.19, 0.26, 0.30, 0.25],
  "charge": 0,
  "fmax_ha_per_bohr": 0.0955,
  "smiles": "CN(C)N.C=C",
  "relative_energy_ev": 4.387,
  "orbital_gap_ev": 9.0,
  "molar_mass_g_mol": 88.15,
  "homo_ev": -7.9463
}

# 4
{
  "formula": "C4H12N2",
  "method": "ωB97M-V/def2-TZVPD",
  "elements": ["C", "N", "C", "C", "C", "N", "H", "H", "H", "H", "H", "H", "H", "H", "H", "H", "H", "H"],
  "positions_angstrom": [[0.04974, -1.00710, -1.16307], [0.49821, -2.10006, -0.29612], [0.80474, 0.31491, -1.09531], [0.85123, 0.97007, 0.29757], [-0.51469, 1.35973, 0.86090], [-1.00133, -0.11754, 1.64418], [-0.97980, -0.74813, -0.88467], [0.00585, -1.33740, -2.19905], [0.11008, -2.93966, -0.66842], [0.09437, -1.89511, 0.60555], [0.34352, 1.03371, -1.77722], [1.82126, 0.14473, -1.46667], [1.61826, 1.73820, 0.36702], [1.10150, 0.17597, 1.00599], [-1.09279, 1.74773, -0.00191], [-1.46961, 0.56860, 0.99070], [-1.81328, -0.15229, 2.29326], [-0.42725, 2.24363, 1.48727]],
  "mulliken_charge": [-0.52, -0.69, -0.68, -0.63, -0.38, -0.62, 0.24, 0.46, 0.24, 0.27, 0.31, 0.38, 0.38, 0.37, 0.25, 0.05, 0.21, 0.37],
  "charge": 0,
  "fmax_ha_per_bohr": 0.0808,
  "relative_energy_ev": 4.311,
  "orbital_gap_ev": 9.9,
  "molar_mass_g_mol": 88.15,
  "homo_ev": -8.8850
}

# 5
{
  "formula": "C4H12N2",
  "method": "ωB97M-V/def2-TZVPD",
  "elements": ["C", "C", "N", "H", "H", "H", "H", "H", "H", "H", "C", "C", "N", "H", "H", "H", "H", "H"],
  "positions_angstrom": [[0.72097, -0.03619, -1.60228], [-2.07851, -1.66575, 0.15016], [1.48026, 0.03605, -0.37674], [2.47182, -0.11204, -0.51200], [1.35613, -0.50565, -2.35462], [-0.13115, -0.69245, -1.43560], [0.34863, 0.91555, -1.99277], [-2.82614, -2.36762, 0.49750], [-2.02276, -1.82643, -0.91882], [-2.49651, -0.67738, 0.29710], [-0.23337, 1.27093, 0.92646], [1.13441, 0.64742, 0.82909], [2.04240, 1.25249, 1.51942], [2.99816, 1.09105, 1.20611], [-1.01810, -1.55043, 0.72992], [-0.55541, 1.78986, 0.02672], [-0.26557, 1.94210, 1.77987], [-0.92526, 0.48849, 1.23047]],
  "mulliken_charge": [-0.64, -0.93, -0.23, 0.22, 0.34, 0.04, 0.27, 0.32, 0.22, 0.25, -0.82, 0.64, -0.71, 0.18, 0.15, 0.29, 0.31, 0.09],
  "charge": 0,
  "fmax_ha_per_bohr": 0.0929,
  "smiles": "[H]/N=C(/C)NC.C",
  "relative_energy_ev": 1.540,
  "orbital_gap_ev": 9.5,
  "molar_mass_g_mol": 88.15,
  "homo_ev": -8.5842
}

# 6
{
  "formula": "C4H12N2",
  "method": "ωB97M-V/def2-TZVPD",
  "elements": ["C", "N", "C", "H", "H", "H", "H", "H", "H", "H", "C", "C", "N", "H", "H", "H", "H", "H"],
  "positions_angstrom": [[1.29753, -0.95802, 0.79112], [1.27692, 0.47254, 0.37905], [2.64768, 0.90772, 0.13058], [2.32296, -1.31611, 0.88872], [0.94041, -1.70114, 0.06657], [0.77947, -1.06236, 1.72469], [0.73599, 0.54995, -0.47556], [3.13790, 0.51710, -0.76605], [2.66388, 1.99393, -0.06793], [3.17397, 0.66116, 1.05782], [-1.62671, -0.89562, -1.28477], [-2.50765, 0.53326, 0.41296], [-1.51543, 0.24491, -0.32643], [-0.76071, -0.78124, -1.92814], [-1.67264, -1.85648, -0.73938], [-2.57568, -0.77887, -1.79295], [-3.07920, 1.44941, 0.28757], [-2.96016, -0.27148, 1.01022]],
  "mulliken_charge": [-0.88, -0.29, -0.92, 0.42, 0.26, 0.24, 0.20, 0.30, 0.29, 0.38, -0.80, -0.41, -0.29, 0.22, 0.33, 0.39, 0.27, 0.29],
  "charge": 0,
  "fmax_ha_per_bohr": 0.0662,
  "smiles": "C=NC.CNC",
  "relative_energy_ev": 3.596,
  "orbital_gap_ev": 8.8,
  "molar_mass_g_mol": 88.15,
  "homo_ev": -8.4162
}

# 7
{
  "formula": "C4H12N2",
  "method": "ωB97M-V/def2-TZVPD",
  "elements": ["C", "C", "C", "N", "C", "N", "H", "H", "H", "H", "H", "H", "H", "H", "H", "H", "H", "H"],
  "positions_angstrom": [[1.74762, -0.18159, -0.08632], [0.66797, 0.87782, 0.02659], [0.56498, 1.59460, 1.38504], [-0.74439, 0.21214, -0.33768], [-1.33302, -0.74211, -1.24630], [-1.97515, -1.94724, -0.48690], [2.64117, 0.21130, 0.52240], [1.39257, -1.19205, 0.32210], [1.97353, -0.23142, -1.15897], [0.75746, 1.49566, -0.92606], [-0.07520, 2.50307, 1.24343], [0.17547, 0.97303, 2.14136], [1.62827, 1.90324, 1.82196], [-1.39278, 0.06742, 0.44591], [-2.27380, -0.46047, -1.78940], [-0.55802, -1.21814, -1.88235], [-2.06710, -1.39903, 0.36750], [-1.12958, -2.46623, -0.36231]],
  "mulliken_charge": [-1.06, 0.46, -1.29, -0.30, -0.52, -0.64, 0.34, 0.18, 0.34, 0.17, 0.33, 0.39, 0.31, 0.16, 0.26, 0.36, 0.25, 0.26],
  "charge": 0,
  "fmax_ha_per_bohr": 0.0717,
  "smiles": "CC(C)NCN",
  "relative_energy_ev": 2.635,
  "orbital_gap_ev": 9.4,
  "molar_mass_g_mol": 88.15,
  "homo_ev": -8.3429
}

# 8
{
  "formula": "C4H12N2O",
  "method": "ωB97M-V/def2-TZVPD",
  "elements": ["C", "C", "C", "O", "N", "C", "N", "H", "H", "H", "H", "H", "H", "H", "H", "H", "H", "H", "H"],
  "positions_angstrom": [[-0.22331, -0.76060, -0.95916], [1.10432, -0.01886, -1.12576], [1.70319, 0.64276, 0.17708], [2.99040, -0.14107, 0.78713], [-1.42316, 0.10059, -0.90722], [-2.29657, -0.23281, 0.18701], [-1.92516, 0.59451, 1.38580], [-0.28069, -1.55906, -1.70682], [-0.23707, -1.25734, 0.11000], [1.02255, 0.76630, -1.89905], [1.94246, -0.72436, -1.43314], [0.85538, 1.08680, 0.78234], [2.27470, 1.53977, -0.20264], [1.82481, -0.44403, 0.83284], [0.01177, -1.96744, 0.73188], [-3.26047, 0.01205, -0.09844], [-2.16128, -1.23373, 0.48989], [-2.68753, 0.77912, 2.01055], [-1.51535, 1.48189, 1.06048]],
  "mulliken_charge": [0.45, -0.77, -0.44, -0.50, -0.38, -0.58, -0.51, 0.35, -0.60, 0.39, 0.30, 0.26, 0.31, 0.29, 0.33, 0.35, 0.33, 0.21, 0.22],
  "charge": 0,
  "fmax_ha_per_bohr": 0.1372,
  "relative_energy_ev": 10.761,
  "orbital_gap_ev": 6.4,
  "molar_mass_g_mol": 104.15,
  "homo_ev": -8.2620
}

# 9
{
  "formula": "C4H12N2O",
  "method": "ωB97M-V/def2-TZVPD",
  "elements": ["C", "C", "C", "C", "N", "N", "H", "H", "H", "H", "H", "H", "H", "H", "H", "H", "H", "H", "O"],
  "positions_angstrom": [[-0.94218, 0.61688, 1.95560], [-0.42263, -0.46443, 1.00085], [-1.21633, -0.32536, -0.27818], [-0.64153, -0.11866, -1.46644], [-2.57732, -0.65805, -0.08720], [-1.52434, 1.88090, 1.38723], [-1.70016, 0.18901, 2.63665], [-0.11788, 0.97877, 2.58586], [-0.73210, -1.52055, 1.27435], [0.65670, -0.59057, 0.85248], [-1.35494, -0.15148, -2.29218], [0.38310, -0.22180, -1.85413], [-3.11732, -0.56198, -0.92367], [-2.70293, -1.58451, 0.30580], [-1.07824, 2.69454, 1.76284], [-1.44811, 1.95992, 0.38063], [5.22884, -1.18736, -2.58815], [5.78689, -0.99222, -1.23766], [5.98810, -0.75309, -2.15778]],
  "mulliken_charge": [-0.36, -0.62, 0.38, -0.92, -0.46, -0.56, 0.23, 0.28, 0.25, 0.34, 0.20, 0.29, 0.25, 0.23, 0.24, 0.22, 0.32, 0.32, -0.64],
  "charge": 0,
  "fmax_ha_per_bohr": 0.0435,
  "smiles": "C=C(N)CCN.O",
  "relative_energy_ev": 2.427,
  "orbital_gap_ev": 9.1,
  "molar_mass_g_mol": 104.15,
  "homo_ev": -8.5359
}

# 10
{
  "formula": "C4H12N2O",
  "method": "ωB97M-V/def2-TZVPD",
  "elements": ["N", "C", "C", "O", "C", "N", "C", "H", "H", "H", "H", "H", "H", "H", "H", "H", "H", "H", "H"],
  "positions_angstrom": [[-0.07952, 1.66440, -0.64328], [0.32376, 0.27375, -0.68977], [-0.05463, -0.38954, -2.04189], [0.46409, 0.37991, -3.12662], [-0.19525, -0.51455, 0.50998], [0.54647, -0.00422, 1.67123], [-0.07736, -0.46017, 2.91041], [-1.08117, 1.71846, -0.76873], [0.31252, 2.15007, -1.44854], [1.41195, 0.15202, -0.66045], [0.51236, -1.33358, -2.01976], [-1.09624, -0.63615, -2.18674], [0.59918, -0.22330, -3.88305], [-0.06716, -1.58232, 0.35045], [-1.28301, -0.41222, 0.68109], [0.49927, 0.99729, 1.61259], [-0.20064, -1.54331, 2.82125], [-1.06294, -0.02010, 3.12849], [0.52834, -0.21644, 3.78334]],
  "mulliken_charge": [-0.67, 0.36, -0.81, -0.52, -0.83, -0.41, -0.91, 0.25, 0.31, 0.24, 0.37, 0.35, 0.31, 0.39, 0.34, 0.28, 0.33, 0.32, 0.30],
  "charge": 0,
  "fmax_ha_per_bohr": 0.0359,
  "smiles": "CNC[C@H](N)CO",
  "relative_energy_ev": 1.544,
  "orbital_gap_ev": 9.6,
  "molar_mass_g_mol": 104.15,
  "homo_ev": -8.7728
}

# 11
{
  "formula": "C4H12N2O",
  "method": "ωB97M-V/def2-TZVPD",
  "elements": ["C", "C", "C", "C", "N", "N", "H", "H", "H", "H", "H", "H", "H", "H", "H", "H", "H", "H", "O"],
  "positions_angstrom": [[-1.27721, 1.28173, -1.23402], [-0.93123, -0.08732, -0.53625], [0.34612, -0.68486, -0.99212], [1.45367, -0.92422, -0.28776], [0.25414, -0.95748, -2.42678], [-0.15332, 2.06704, -1.69886], [-1.92331, 1.04640, -2.08899], [-1.89803, 1.86251, -0.55168], [-1.77032, -0.72763, -0.81294], [-0.94133, 0.10852, 0.53645], [2.33005, -1.30383, -0.78655], [1.34750, -0.64457, 0.74450], [1.16731, -1.19958, -2.78095], [-0.26868, -1.82516, -2.48974], [-0.14004, 3.01811, -1.41803], [0.71953, 1.60075, -1.73406], [1.02815, -1.19399, 5.59622], [-0.13872, -0.78769, 6.59450], [0.79572, -0.64874, 6.36705]],
  "mulliken_charge": [-0.41, -0.57, 0.32, -0.92, -0.53, -0.44, 0.21, 0.34, 0.23, 0.32, 0.25, 0.29, 0.24, 0.26, 0.20, 0.20, 0.32, 0.32, -0.65],
  "charge": 0,
  "fmax_ha_per_bohr": 0.0341,
  "smiles": "C=C(N)CCN.O",
  "relative_energy_ev": 1.994,
  "orbital_gap_ev": 9.2,
  "molar_mass_g_mol": 104.15,
  "homo_ev": -8.5383
}

# 12
{
  "formula": "C4H12N2O",
  "method": "ωB97M-V/def2-TZVPD",
  "elements": ["N", "C", "C", "N", "C", "C", "O", "H", "H", "H", "H", "H", "H", "H", "H", "H", "H", "H", "H"],
  "positions_angstrom": [[0.33418, -2.03257, 2.11560], [0.14344, -0.59778, 2.21888], [-0.58008, -0.02659, 1.00396], [0.48185, 0.24246, 0.05626], [0.33437, 1.20833, -0.97118], [0.13296, 0.74846, -2.38481], [-1.20312, 0.32351, -2.81120], [-1.81069, 0.95023, -3.13618], [1.24931, -2.45726, 1.88888], [-0.46686, -2.72278, 2.11921], [-0.18123, -0.26939, 3.21424], [1.12292, -0.11625, 2.30002], [-1.12574, 0.88487, 1.19223], [-1.37083, -0.68960, 0.65566], [0.86881, -0.64904, -0.14555], [1.29187, 1.73589, -0.82692], [-0.37276, 2.09388, -0.69828], [0.40164, 1.54952, -3.26245], [0.74997, -0.17589, -2.52838]],
  "mulliken_charge": [-0.44, -0.60, -0.48, -0.29, -0.53, -0.36, -0.54, 0.29, 0.18, 0.17, 0.32, 0.32, 0.37, 0.26, 0.20, 0.34, 0.30, 0.27, 0.22],
  "charge": 0,
  "fmax_ha_per_bohr": 0.0748,
  "smiles": "NCCNCCO",
  "relative_energy_ev": 3.098,
  "orbital_gap_ev": 9.2,
  "molar_mass_g_mol": 104.15,
  "homo_ev": -8.1913
}

Calculated total energy values (in eV) by entry order: -7321.898, -7321.130, -7318.642, -7318.718, -7321.489, -7319.433, -7320.393, -9360.433, -9368.767, -9369.650, -9369.200, -9368.096.
LUMO level values (in eV) by entry order: 1.2, 1.2, 1.0, 1.0, 0.9, 0.4, 1.0, -1.9, 0.5, 0.8, 0.7, 1.0.